# 1
The following is a DFT calculation (wB97M-V/def2-TZVPD) of a structure of composition C42H41NO3P2SZn.

Geometry as XYZ:
```
91
C42H41NO3P2SZn wB97M-V/def2-TZVPD
H -4.95614 4.00503 -0.40552
C 0.55059 1.90316 -4.89737
H 1.10568 -2.04680 -5.02538
C -4.09811 0.72208 -0.74784
C 3.37371 4.50398 -1.02510
C -2.11412 2.12459 -0.44506
H -2.59251 -1.55398 2.00149
H 1.68092 -0.71947 2.28588
C -2.46536 -2.19864 -0.05370
H 3.75651 3.63360 -2.98503
C -2.62541 -3.26531 -0.95693
C -1.57288 -0.46751 -3.56300
C -4.89790 1.85716 -0.66609
S -1.73473 1.14965 3.57346
C -0.88237 -1.39382 -4.53369
H -3.83043 -3.61843 2.71585
H 2.42690 2.73915 1.74777
C -3.29211 -4.41229 -0.54150
C 1.40913 1.09531 -3.95262
C -0.02340 -1.00680 -1.26477
C -2.21805 0.85955 6.32566
C 1.42332 -0.23978 -3.95991
C 3.00912 4.25253 0.30368
H 2.40041 -2.47843 1.09052
H -1.01531 2.23618 -0.36017
Zn -0.49436 0.38044 0.91634
H -2.48947 4.22319 -0.18617
H 2.97776 5.06825 1.02630
H 2.01163 -1.05489 -1.65259
H -4.52199 -0.27717 -0.85808
C 4.50685 -3.02461 1.22024
C 1.27143 -0.59816 -0.96678
H 3.58505 5.51851 -1.35446
C 3.28983 2.13832 -1.50676
C -2.83842 -2.35245 1.29542
C -0.92700 -0.82224 5.10562
O 0.35407 -2.00477 3.37254
H -1.46428 -1.42807 -5.47427
H -0.17977 -2.47384 6.24553
C 1.89790 0.29657 1.93006
H -1.53565 2.39643 -5.14527
H 0.64868 2.97320 -4.65198
H -4.30971 -5.42235 1.07482
H -3.47967 -5.20372 -1.25917
C 3.48688 3.45035 -1.94149
C -1.62475 0.37427 5.15765
C 5.81557 -2.61309 0.93722
C -0.77408 -1.57031 6.27786
C -4.32874 3.11779 -0.47504
C -0.93722 1.50314 -4.89905
H -0.06210 -1.72342 -2.10537
C -2.94235 3.24502 -0.35503
N -0.88482 -0.12463 2.87580
H 4.29417 -3.99127 1.67747
H 2.20599 -0.80467 -3.45512
C 2.71583 2.95169 0.71533
P 2.33405 0.21803 0.22679
H -0.91447 -2.41586 -4.13060
P -1.69290 -0.69127 -0.60277
H -1.79210 1.53544 -2.87483
C 5.01010 -0.54063 -0.02555
C 3.71793 -0.93765 0.31774
H 6.64181 -3.25269 1.23533
O -3.08733 1.14578 3.07853
C -2.10669 0.07384 7.48380
H 7.08046 -1.09137 0.04873
H -2.74117 1.82211 6.31117
C -1.44786 0.85664 -3.64330
H 3.47519 1.27552 -2.16072
H -2.58112 0.41467 8.40552
C 3.44108 -2.18717 0.89794
H -5.97592 1.75623 -0.74935
H -2.24325 -3.14938 -1.97144
C 6.06672 -1.39413 0.29940
C -3.74668 -4.53930 0.77300
H -2.33399 -0.96422 -2.96338
C 2.83688 1.89025 -0.20272
H 2.18870 1.68159 -3.48059
H 2.78408 0.64953 2.47085
C -2.69769 0.84158 -0.67277
H -1.32380 -1.72087 8.34883
C 0.58830 -1.07457 -4.91274
H 0.93544 1.78729 -5.93368
O -0.93607 2.35540 3.48205
H 5.15682 0.39941 -0.56333
C -0.39740 -1.09960 3.75026
C -1.38929 -1.13046 7.44381
C -3.48954 -3.51587 1.68958
H 0.58784 -0.58654 -5.90440
H 1.02610 0.98478 2.03697
H -1.05888 0.77521 -5.71036
```

Properties
* DFT total energy: -4765.4639 hartree
* HOMO-LUMO gap (alpha / beta): 5.22 / 5.38 eV
* LUMO level (alpha / beta): 0.196 / 0.362 eV
* HOMO (alpha / beta): -5.02 / -5.02 eV
* charge: 0

=====

# 2
The following is a DFT calculation (wB97M-V/def2-TZVPD) of a structure of composition C42H42AsF6N2O5PtS.

Geometry as XYZ:
```
100
C42H42AsF6N2O5PtS wB97M-V/def2-TZVPD
C 3.43995 0.32355 -2.47961
H 4.72653 1.71582 -4.35740
H -1.47435 -5.40979 -1.77640
H -1.16605 2.21342 2.11965
C 0.58147 3.22094 2.85721
H -0.42632 3.66214 -6.00642
N 2.14401 0.27684 -1.90971
C -0.53804 0.53025 -4.47024
H 1.55564 0.41370 -4.33246
H -0.71463 -0.47563 -4.86072
F 1.99204 5.43594 -1.63236
C 3.41084 -1.66822 -5.68518
C 4.18316 -1.74466 1.21668
C -0.85254 -4.75137 -1.18336
H -1.10288 0.26433 5.55040
C -2.03406 0.01778 5.05591
H -0.48988 -4.51875 4.20872
H -0.72551 -2.45754 2.68033
C -0.47802 2.98537 -5.15369
C 4.35128 0.77767 -4.74553
C 0.04125 -4.08041 0.95121
H 0.31263 4.14984 2.37832
C -0.04441 -1.73889 3.14642
N 0.73601 0.51434 -3.75074
H -3.20994 0.31856 6.81851
F 0.18872 4.24090 -0.37979
H 6.30348 -1.46974 1.27899
C -2.03380 -0.33035 3.70890
O -1.02858 -0.37458 1.52384
H 4.94242 -5.45075 0.49756
F 3.34815 3.34459 -1.40732
H -3.23359 -0.91350 2.03676
H 2.62080 -1.95478 -3.70767
C -0.75469 -4.92527 0.18809
C 3.41894 -3.97103 0.76514
H 2.27929 4.02349 3.86134
H 4.29496 -1.10624 -7.55588
C 3.62951 -0.06521 -3.90850
C 4.73521 -4.40725 0.69992
H -0.17638 -3.59725 -2.86178
C 1.96651 1.94140 4.33446
As 1.79513 3.89743 -0.92274
C -0.73415 -0.38647 2.91711
C -3.23295 -0.65203 3.08626
H 3.06579 -2.62863 -6.04505
H 0.34851 1.31920 -6.25204
C 5.49756 -2.17997 1.14392
H 2.79428 1.89457 5.03078
H 6.80528 -3.85371 0.82858
H 1.43308 -0.10111 4.63028
C 1.06324 -3.09500 4.62676
O 1.69786 -3.17049 3.35270
C 0.74027 -3.03057 0.36177
C 3.13021 -2.63596 1.02527
H 1.54912 -2.45621 6.61762
H 2.04218 -1.16945 2.96194
C 0.35553 -4.40936 4.88862
H -5.35193 -0.87409 3.31105
C -0.51585 1.53597 -5.61381
H -1.33096 0.75308 -3.75932
C 3.16191 -1.29209 -4.37447
H 3.97033 -0.69939 1.39677
H -1.29367 -5.73021 0.67232
C -0.20645 2.07938 2.61605
C -0.12778 -3.73400 -1.78721
C -3.22032 0.04443 5.77120
C 1.66969 3.14709 3.68827
H -5.34546 -0.25387 5.70534
F 2.41552 4.39408 0.60019
C 4.57719 0.40567 -6.06231
C 1.68331 -2.11137 1.13861
H 2.69218 -1.90858 5.36916
S -0.47291 0.31337 -1.41920
F 1.12046 3.20651 -2.35283
C 0.91140 0.37864 -2.44721
H 1.04765 -5.23765 4.73524
H 0.14249 -4.26546 2.00987
C 5.77891 -3.51401 0.88743
C 2.07003 -2.74002 5.70272
C -4.41838 -0.27773 5.14698
H -1.39752 1.34690 -6.23039
H 5.12666 1.06497 -6.72100
O 4.36406 0.60691 -1.76894
C 1.21757 0.81274 4.09845
O 1.75144 -0.80013 0.61120
H 2.61656 -4.68001 0.61313
H 2.71700 -3.59196 5.91101
C 0.13612 0.84112 3.20014
Pt 0.28761 0.78569 0.70963
F 1.58273 2.21566 -0.16704
H -1.36843 3.23712 -4.57529
H -0.01661 -4.44043 5.91272
H 0.38474 3.17971 -4.51869
H 2.17687 0.05375 -0.89909
C 0.66138 -2.89355 -1.01914
H 1.25079 -2.12317 -1.49114
C 4.10876 -0.81462 -6.53037
O 0.11754 -2.02878 4.53092
C 1.37960 -1.97755 2.64136
C -4.42129 -0.62548 3.80542
```

Properties
* DFT total energy: -5463.9527 hartree
* spin multiplicity: 2
* HOMO-LUMO gap (alpha / beta): 7.47 / 7.07 eV
* <S²>: 0.758
* LUMO level (alpha / beta): -1.070 / -1.779 eV
* HOMO (alpha / beta): -8.54 / -8.85 eV
* charge: 0

=====

# 3
The following is a DFT calculation (wB97M-V/def2-TZVPD) of a structure of composition C42H42BrN4W.

Geometry as XYZ:
```
90
C42H42BrN4W wB97M-V/def2-TZVPD
H -0.94118 1.19613 -2.53002
H -0.99867 2.63779 4.72436
C 1.08600 0.93167 2.60017
H 2.12345 0.40628 4.39005
H -1.32257 -1.57593 2.56037
C -4.25496 1.45854 -2.03057
N -1.81478 1.28141 -0.65082
C -4.56288 -2.33782 1.89309
W 0.06052 0.33804 0.46080
H 2.39859 4.13395 -0.41874
H -1.97063 3.59216 3.36456
C 1.37979 1.49560 -2.10381
H -3.39513 -2.34332 3.68592
C 4.08071 -2.63187 -1.63563
C 2.28195 1.56066 -3.15935
H 0.43113 4.14095 -0.94720
H 3.53146 -0.18796 1.83596
C -0.29879 2.90823 2.17418
H -5.19796 1.49328 -2.55356
H 0.36849 1.62617 5.12676
H -2.47776 0.44024 -4.56688
H -1.29123 -3.80801 0.35646
C 0.11135 -4.29159 -2.67838
C 4.15163 -1.58931 -2.49993
C -2.99492 1.37246 -0.02021
C 3.03521 -3.68948 0.35874
C 2.75123 3.20697 0.02003
H 4.01400 1.45307 2.20326
C 3.23497 0.57370 -3.31193
H -1.90425 4.29615 1.76623
C -0.67883 -2.22639 -0.96747
H 0.15370 5.15840 0.45855
C 3.15642 -2.62787 -0.55072
H -5.46393 -2.65762 2.38997
C -0.84437 -3.56954 -0.59621
H 3.53010 3.46992 0.73963
C -4.22083 1.48768 -0.65093
C -3.02097 1.31297 -4.21489
C 1.30599 -2.44884 1.46379
C -1.87696 1.28302 -1.99450
H 4.86891 -1.58838 -3.30711
C -3.05219 1.35569 -2.73308
H 3.95297 0.61482 -4.11558
H -2.51443 2.18959 -4.61237
C -2.22770 -1.54883 0.60930
H -5.46934 -2.24617 -0.04672
H 0.65347 -2.73578 -4.04119
H -3.37513 -1.63700 -1.19894
C 0.25129 -2.96740 -3.06778
C -3.39688 -2.15553 2.62404
C 2.08399 -3.59869 1.35329
H 3.22834 2.62193 -0.76373
C 3.41941 0.84436 1.51815
N -1.03687 -1.20943 -0.07208
H -0.75654 4.81026 2.98123
C -1.29491 3.94223 2.59178
H 2.23144 2.38897 -3.84706
H 0.69517 -0.57036 4.10191
C -0.45147 1.75277 4.42338
H -0.08101 -0.91554 -2.56899
C 2.31518 -0.46167 -1.33304
C 1.67122 2.48764 0.78085
H -4.02722 1.28691 -4.61995
C 1.54011 -0.09206 3.61193
H -5.12349 1.57122 -0.06623
Br -2.92018 1.26632 1.86515
C 0.38950 3.08209 0.94042
C 0.08589 1.86455 3.03502
C 3.25796 -0.48395 -2.39022
C -0.05966 4.18202 0.02065
H 0.39829 -5.08674 -3.34572
H 4.72001 -3.49090 -1.75940
H 1.94141 -4.39975 2.05948
C -4.56365 -2.12186 0.52333
H -1.11651 0.89818 4.54164
H 3.86613 0.94176 0.53024
H -0.56752 -5.60684 -1.12815
C 1.99666 1.34502 1.55436
C -0.13564 -1.94091 -2.22541
C 2.30324 -1.51142 -0.37763
C -3.39873 -1.75871 -0.12503
H 3.66382 -4.56073 0.26315
N 1.37015 0.51309 -1.19581
N 1.42248 -1.39871 0.65060
C -2.23693 -1.74413 1.99364
H 0.56780 -2.38065 2.25275
C -0.44127 -4.58341 -1.43980
H 0.65332 2.28895 -1.98093
H -1.13630 4.13657 -0.14319
H 2.18034 -0.85927 3.18770
```

Properties
* DFT total energy: -4484.9209 hartree
* spin multiplicity: 3
* HOMO-LUMO gap (alpha / beta): 6.38 / 5.63 eV
* <S²>: 2.024
* LUMO level (alpha / beta): -9.213 / -10.164 eV
* HOMO (alpha / beta): -15.59 / -15.79 eV
* charge: +3